# 1
ORCA calculation (ωB97M-V with the def2-TZVPD basis set) on C24H27AuIN2OSbSi as an isolated structure at a distorted geometry.

* lowest unoccupied orbital energy (spin up / spin down): -0.5 / -0.5 eV
* HOMO level (spin up / spin down): -7.51 / -7.51 eV
* total charge: 0
* spin multiplicity: 1

Positions of all 58 atoms, in Å:
Au1 1.2426 -1.2467 0.1593
C1 2.6129 -0.4700 3.8906
Sb1 0.8405 -1.0177 2.8668
C2 0.2514 -2.6794 4.0663
C3 -0.4655 0.4327 3.7213
H1 2.3730 -0.4025 4.9511
H2 2.9704 0.4920 3.5306
H3 3.3891 -1.2142 3.7269
H4 0.2386 -2.3783 5.1136
H5 0.9470 -3.5061 3.9353
H6 -0.7425 -3.0123 3.7721
H7 -0.3714 0.3895 4.8063
H8 -1.4992 0.2393 3.4425
H9 -0.1915 1.4252 3.3653
I1 -2.9106 -5.9252 -2.1265
C4 -1.2691 -4.7835 -1.6138
C5 0.0406 -5.0167 -1.9556
N1 0.7550 -4.0128 -1.4123
N2 -0.0167 -3.1537 -0.7467
C6 -1.2563 -3.5952 -0.8574
H10 0.4903 -5.8006 -2.5399
H11 1.7426 -3.8005 -1.4770
H12 -2.0791 -3.0553 -0.4186
O1 3.0031 -1.3069 -0.7710
C7 1.7005 4.4135 1.7030
C8 2.4358 3.2397 1.7899
C9 2.0332 2.1153 1.0813
C10 0.8908 2.1446 0.2816
C11 0.1699 3.3402 0.1929
C12 0.5695 4.4660 0.8981
Si1 0.2902 0.6664 -0.6866
C13 0.5953 0.9116 -2.5104
C14 1.3951 1.9513 -2.9838
C15 1.6399 2.0972 -4.3426
C16 1.0899 1.2017 -5.2464
C17 0.2957 0.1561 -4.7919
C18 0.0538 0.0140 -3.4355
C19 -1.5702 0.4133 -0.4801
C20 -2.4425 0.9054 -1.4578
C21 -3.8188 0.7677 -1.3328
C22 -4.3573 0.1279 -0.2275
C23 -3.5138 -0.3694 0.7564
C24 -2.1407 -0.2245 0.6254
H13 2.0129 5.2916 2.2538
H14 3.3305 3.2034 2.3993
H15 2.6283 1.2067 1.1033
H16 -0.7207 3.3872 -0.4256
H17 -0.0006 5.3833 0.8221
H18 1.8347 2.6477 -2.2789
H19 2.2648 2.9085 -4.6942
H20 1.2827 1.3137 -6.3059
H21 -0.1299 -0.5480 -5.4958
H22 -0.5616 -0.8084 -3.0839
H23 -2.0338 1.3949 -2.3337
H24 -4.4709 1.1569 -2.1047
H25 -5.4298 0.0155 -0.1327
H26 -3.9277 -0.8705 1.6232
H27 -1.4903 -0.6212 1.3916

# 2
ORCA calculation (ωB97M-V with the def2-TZVPD basis set) on one molecule with the formula C5H9F at a distorted geometry.

* lowest unoccupied orbital energy: 1.1 eV
* HOMO level: -9.47 eV
* SMILES: CCC/C=C\F
* total charge: 0
* spin multiplicity: 1

Positions of all 15 atoms, in Å:
C1 -1.5600 1.6101 0.8044
C2 -0.3367 1.5163 -0.1294
C3 0.7999 0.5456 0.5138
C4 0.1754 -0.8187 0.6559
C5 0.1673 -1.6619 -0.3605
H1 -2.4905 1.4785 0.1849
H2 -1.6490 2.5972 1.2981
H3 -1.4932 0.8373 1.5291
H4 0.1114 2.4765 -0.3569
H5 -0.5850 1.1916 -1.1189
H6 1.7217 0.4886 -0.0387
H7 1.0334 0.8898 1.6052
H8 -0.1783 -1.1620 1.5947
H9 -0.2740 -2.7012 -0.3666
F1 0.9253 -1.4717 -1.4707

# 3
ORCA calculation (ωB97M-V with the def2-TZVPD basis set) on one molecule with the formula C7H8BrF at a distorted geometry.

* lowest unoccupied orbital energy: 0.1 eV
* HOMO level: -8.29 eV
* SMILES: C\C(F)=C/C=C\C=C\Br
* total charge: 0
* spin multiplicity: 1

Positions of all 17 atoms, in Å:
C1 0.2164 1.6006 -0.5614
C2 1.0788 0.6546 -1.0519
C3 -1.1316 1.3646 -0.1119
C4 0.8081 -0.7875 -1.1237
C5 -1.9107 0.2882 -0.4831
C6 0.2643 -1.5330 -0.1855
C7 0.0047 -1.3412 1.2959
F1 -0.0574 -2.8106 -0.5282
Br1 -3.6728 0.0059 -0.0824
H1 0.5213 2.6285 -0.6142
H2 2.1006 0.8718 -1.4105
H3 -1.5549 1.9980 0.6593
H4 0.9090 -1.4030 -1.9891
H5 -1.4941 -0.4002 -1.0607
H6 0.5067 -0.5189 1.7566
H7 0.2775 -2.2701 1.9454
H8 -1.0681 -1.2259 1.4685

# 4
ORCA calculation (ωB97M-V with the def2-TZVPD basis set) on C10H10F6N3O6S4ScTe4 as an isolated structure at a distorted geometry.

* lowest unoccupied orbital energy: 3.9 eV
* HOMO level: -1.04 eV
* total charge: -2
* spin multiplicity: 1

Positions of all 44 atoms, in Å:
Sc1 -0.1158 0.5264 -0.8230
C1 -1.3377 -2.1476 1.7902
O1 -1.0249 -0.7744 1.6503
C2 -1.2520 -0.0571 2.8418
C3 -0.7386 1.3859 2.7434
O2 0.2995 1.4970 1.7942
C4 0.9449 2.7514 1.7987
H1 -2.4226 -2.3043 1.7431
H2 -0.9632 -2.5524 2.7371
H3 -0.8706 -2.6853 0.9700
H4 -0.7283 -0.5757 3.6545
H5 -2.3238 -0.0510 3.0822
H6 -0.3548 1.6830 3.7276
H7 -1.5580 2.0561 2.4624
H8 1.5324 2.8693 2.7156
H9 0.2218 3.5704 1.7089
H10 1.6180 2.7458 0.9438
Te1 1.9558 -0.4261 -0.0227
Te2 2.0796 -1.5721 2.2486
Te3 6.9806 -1.6565 2.0298
Te4 4.5213 -1.1164 1.0638
F1 -0.4285 4.2960 -3.5814
C5 -0.6567 3.1350 -4.1866
F2 -1.7920 3.2234 -4.8704
F3 0.3384 2.8949 -5.0351
S1 -0.7554 1.7688 -2.9482
O3 0.3106 2.1027 -1.9477
O4 -0.4376 0.5339 -3.6169
N1 -2.1906 1.8861 -2.4137
S2 -2.7285 1.5575 -0.8919
O5 -1.6427 1.2231 0.0898
O6 -4.1282 1.5007 -0.5259
C6 -2.6308 3.4104 -0.5130
F4 -3.4900 4.0807 -1.3022
F5 -2.9651 3.6872 0.7611
F6 -1.4179 3.9564 -0.7117
S3 -3.0158 -0.7533 -1.4249
C7 -1.6798 -1.7283 -2.0052
S4 0.1373 -1.5814 -1.3114
C8 -1.9505 -2.7840 -2.8333
C9 -3.2895 -3.0833 -3.2607
N2 -4.3665 -3.3217 -3.5945
C10 -0.9164 -3.6446 -3.3311
N3 -0.0920 -4.3408 -3.7337

# 5
ORCA calculation (ωB97M-V with the def2-TZVPD basis set) on C44H49NOsP2 as an isolated structure at a distorted geometry.

* lowest unoccupied orbital energy (spin up / spin down): -5.7 / -7.3 eV
* HOMO level (spin up / spin down): -11.88 / -11.86 eV
* total charge: +2
* spin multiplicity: 5

Positions of all 97 atoms, in Å:
Os1 -0.5256 1.4809 0.0158
C1 -0.4926 3.1897 1.7987
C2 0.6131 2.2963 1.7283
C3 0.8144 1.2157 2.7514
C4 -0.2782 0.1470 2.7211
C5 -1.1045 0.1208 1.4559
C6 -2.2312 0.9692 1.1595
C7 -2.7440 1.9843 2.1378
C8 -1.7236 3.0454 2.6159
C9 -1.4610 0.8925 -1.6346
H1 -0.3032 4.2347 1.5078
H2 1.5572 2.7011 1.3539
H3 0.8287 1.6824 3.7477
H4 1.8090 0.7708 2.6084
H5 0.2256 -0.8286 2.7646
H6 -0.8992 0.2216 3.6292
H7 -1.2128 -0.8919 1.0754
H8 -3.0050 0.5083 0.5304
H9 -3.1206 1.4716 3.0297
H10 -3.6276 2.4847 1.7118
H11 -2.2439 4.0195 2.5755
H12 -1.5094 2.8729 3.6879
H13 -1.3125 1.6151 -2.4515
H14 -2.5377 0.6643 -1.5468
H15 -0.9147 -0.0355 -1.8534
P1 2.4428 -2.0983 0.1749
P2 0.2485 -3.0919 0.0288
C10 2.1041 -2.7388 1.8038
C11 0.8537 -3.3225 1.7346
C12 3.9351 -2.9927 -0.4201
C13 4.8288 -3.7021 0.4084
C14 5.9566 -4.3347 -0.1325
C15 6.1993 -4.2977 -1.5080
C16 5.3084 -3.6103 -2.3420
C17 4.1979 -2.9494 -1.8052
C18 2.8894 -0.3865 0.0335
C19 2.2733 0.4012 -0.9589
C20 2.6984 1.7112 -1.1465
C21 3.6989 2.2468 -0.3182
C22 4.3806 1.4271 0.5870
C23 4.0016 0.0988 0.7491
C24 0.2799 -4.8409 -0.6574
C25 1.5077 -5.4174 -1.0478
C26 1.5758 -6.7364 -1.4971
C27 0.4127 -7.5165 -1.5951
C28 -0.8029 -6.9633 -1.1774
C29 -0.8589 -5.6570 -0.6823
C30 -1.5609 -2.8759 0.1691
C31 -2.2786 -2.6162 -1.0219
C32 -3.6632 -2.5273 -0.9854
C33 -4.3440 -2.6651 0.2259
C34 -3.6349 -2.9105 1.4049
C35 -2.2494 -3.0394 1.3834
H16 2.8144 -2.7276 2.6309
H17 0.3301 -3.9156 2.4836
H18 4.6302 -3.7818 1.4766
H19 6.6503 -4.8766 0.5179
H20 7.0805 -4.7947 -1.9342
H21 5.4758 -3.5901 -3.4187
H22 3.5114 -2.4161 -2.4625
H23 1.5070 -0.0459 -1.6075
H24 2.2599 2.3182 -1.9444
H25 3.9710 3.2981 -0.4080
H26 5.2415 1.8326 1.1228
H27 4.5557 -0.5707 1.4023
H28 2.4269 -4.8321 -0.9727
H29 2.5398 -7.1762 -1.7482
H30 0.4652 -8.5460 -1.9524
H31 -1.7105 -7.5645 -1.2153
H32 -1.8102 -5.2806 -0.2978
H33 -1.7385 -2.5201 -1.9611
H34 -4.2169 -2.3786 -1.9160
H35 -5.4319 -2.6176 0.2452
H36 -4.1679 -3.0335 2.3481
H37 -1.6917 -3.2527 2.2990
C36 -2.8782 6.0437 0.2297
N1 -3.6720 5.0231 -0.3884
C37 -5.0678 5.2870 -0.5676
C38 -3.0861 3.8137 -0.9378
C39 -1.6628 4.0533 -1.3682
C40 -1.4641 5.0031 -2.3804
C41 -0.2294 5.6475 -2.4691
C42 0.7864 5.3036 -1.5698
C43 0.6212 4.2338 -0.6927
C44 -0.5520 3.4631 -0.7499
H38 -3.5605 6.7259 0.7632
H39 -2.3129 6.6426 -0.5087
H40 -2.1520 5.6023 0.9359
H41 -5.2330 6.1250 -1.2763
H42 -5.5519 4.3882 -0.9828
H43 -5.5177 5.5710 0.4043
H44 -3.1494 3.0044 -0.1830
H45 -3.6891 3.4760 -1.8049
H46 -2.3248 5.2803 -3.0106
H47 -0.0841 6.4449 -3.2051
H48 1.7124 5.8775 -1.5096
H49 1.3739 4.0353 0.0563

# 6
ORCA calculation (ωB97M-V with the def2-TZVPD basis set) on C25H46Ge2N2SbTi as an isolated structure.

* lowest unoccupied orbital energy: -10.4 eV
* HOMO level: -17.76 eV
* total charge: +3
* spin multiplicity: 1

Positions of all 77 atoms, in Å:
Ti1 -0.2603 -0.3540 -0.4870
C1 -1.2809 -4.6172 -0.7120
C2 -1.1124 -5.0135 0.6076
C3 -0.5576 -4.1244 1.5181
C4 -0.1766 -2.8683 1.0872
N1 -0.3792 -2.4670 -0.1893
C5 -0.9159 -3.3370 -1.0659
C6 0.4535 -1.8639 1.9733
C7 1.0194 -2.1764 3.1930
C8 1.6007 -1.1676 3.9514
C9 1.5973 0.1332 3.4688
C10 1.0351 0.3726 2.2335
N2 0.4894 -0.6012 1.4835
H1 -1.6955 -5.2849 -1.4541
H2 -1.4082 -6.0048 0.9260
H3 -0.4270 -4.4153 2.5501
H4 -1.0483 -2.9898 -2.0815
H5 1.0226 -3.1943 3.5541
H6 2.0515 -1.3982 4.9081
H7 2.0281 0.9472 4.0345
H8 1.0009 1.3732 1.8248
C11 1.7459 3.5362 0.1159
Sb1 1.5181 1.8543 -1.1566
C12 3.4316 0.9329 -1.1147
C13 1.4758 2.6966 -3.1042
H9 2.7371 3.9526 -0.0591
H10 1.6543 3.2720 1.1659
H11 0.9959 4.2853 -0.1312
H12 4.0777 1.4175 -1.8449
H13 3.3575 -0.1268 -1.3511
H14 3.8714 1.0530 -0.1257
H15 2.0842 3.6000 -3.0871
H16 0.4694 2.9522 -3.4202
H17 1.9245 1.9905 -3.8015
C14 -4.9431 5.9292 -0.1253
C15 -4.2429 4.6056 -0.4078
C16 -4.9934 3.4183 0.1855
C17 -4.3514 2.0628 -0.1294
Ge1 -2.5598 1.7893 0.6233
C18 -2.4629 1.1902 2.4816
C19 -3.4387 1.9221 3.4263
C20 -2.8583 3.2033 4.0202
C21 -2.4809 4.2548 2.9828
H18 -4.3883 6.7690 -0.5402
H19 -5.0491 6.0948 0.9484
H20 -5.9425 5.9411 -0.5608
H21 -3.2229 4.6406 -0.0038
H22 -4.1433 4.4650 -1.4901
H23 -6.0104 3.4019 -0.2152
H24 -5.1030 3.5500 1.2639
H25 -4.2912 1.9397 -1.2131
H26 -4.9613 1.2411 0.2569
H27 -1.4611 2.7763 0.1759
H28 -1.4392 1.3057 2.8476
H29 -2.6799 0.1181 2.4699
H30 -3.7043 1.2377 4.2331
H31 -4.3756 2.1478 2.9081
H32 -1.9839 2.9511 4.6277
H33 -3.5919 3.6255 4.7080
H34 -1.6997 3.8985 2.3003
H35 -2.0896 5.1530 3.4587
H36 -3.3457 4.5569 2.3881
C22 -2.1813 2.0453 -3.1414
Ge2 -2.1004 0.2110 -2.5227
C23 -3.4550 -1.0136 -3.1660
C24 -0.2525 -0.5659 -2.9612
C25 -2.0278 0.0637 -0.4895
H37 -1.7637 2.1222 -4.1456
H38 -1.6568 2.7240 -2.4703
H39 -3.2245 2.3550 -3.1962
H40 -3.5429 -0.9097 -4.2479
H41 -4.4173 -0.7600 -2.7214
H42 -3.2202 -2.0500 -2.9293
H43 -0.4705 -1.3636 -3.6774
H44 0.4781 -1.1140 -2.3181
H45 0.3527 0.1764 -3.4786
H46 -2.7434 -0.6982 -0.1566

# 7
ORCA calculation (ωB97M-V with the def2-TZVPD basis set) on one molecule with the formula C3H7N3 at a distorted geometry.

* lowest unoccupied orbital energy: 1.0 eV
* HOMO level: -9.00 eV
* SMILES: C[C@H]1CNN=N1
* total charge: 0
* spin multiplicity: 1

Positions of all 13 atoms, in Å:
C1 0.4480 -0.4343 -0.9083
C2 0.0597 0.6273 0.1369
C3 0.5738 0.3934 1.5759
N1 -1.4207 0.5741 0.1943
N2 -1.8614 -0.1423 -0.6883
N3 -0.9839 -0.7769 -1.4248
H1 0.9346 0.0784 -1.7729
H2 1.0603 -1.2115 -0.7298
H3 0.2791 1.7166 -0.2238
H4 0.3428 -0.5448 1.9007
H5 0.1624 1.0333 2.2657
H6 1.7060 0.3400 1.6837
H7 -1.3008 -1.6533 -2.0094

# 8
ORCA calculation (ωB97M-V with the def2-TZVPD basis set) on a 2-piece molecular cluster, C6H16 overall at a distorted geometry.

* lowest unoccupied orbital energy: 1.1 eV
* HOMO level: -11.00 eV
* SMILES: CC(C)C.CC
* total charge: 0
* spin multiplicity: 1

Positions of all 22 atoms, in Å:
C1 -0.9118 0.9959 0.5806
C2 -2.2254 0.4023 1.0780
C3 -0.9706 1.1383 -0.9826
C4 -0.7163 2.3700 1.2110
H1 -0.0499 0.3506 0.7380
H2 -3.0630 0.8404 0.5466
H3 -2.0115 1.1350 -1.3155
H4 -0.6192 2.1248 -1.2652
H5 -0.3923 0.3558 -1.4651
H6 -0.4779 2.2802 2.2782
H7 0.0416 3.0067 0.7652
H8 -2.4182 0.6510 2.1174
H9 -2.2245 -0.6793 0.9327
H10 -1.6866 2.8591 1.2573
C5 2.5537 -2.9117 -0.7271
C6 1.8669 -1.5227 -0.8547
H11 3.1784 -3.0153 -1.6173
H12 3.1136 -3.0481 0.1948
H13 1.8507 -3.7386 -0.8395
H14 2.4600 -0.8455 -0.2426
H15 1.8525 -1.2826 -1.9145
H16 0.8497 -1.4663 -0.4757

# 9
ORCA calculation (ωB97M-V with the def2-TZVPD basis set) on one molecule with the formula C3H4N2O at a distorted geometry.

* lowest unoccupied orbital energy: -1.2 eV
* HOMO level: -9.25 eV
* total charge: 0
* spin multiplicity: 1

Positions of all 10 atoms, in Å:
C1 0.2370 -1.1381 0.5445
N1 -0.4060 0.1375 0.2601
N2 0.3844 1.1383 -0.5653
C2 -1.5956 0.8878 -1.1544
C3 -0.5929 1.8030 -1.2268
O1 1.5623 0.9822 -0.7661
H1 0.6202 -1.5545 -0.3857
H2 -0.4765 -1.8311 0.9893
H3 1.0816 -1.0003 1.2235
H4 -0.8146 0.5752 1.0809

# 10
ORCA calculation (ωB97M-V with the def2-TZVPD basis set) on one molecule with the formula H6N2Si at a distorted geometry.

* lowest unoccupied orbital energy: 1.1 eV
* HOMO level: -9.06 eV
* SMILES: NN[SiH3]
* total charge: 0
* spin multiplicity: 1

Positions of all 9 atoms, in Å:
N1 -1.6925 -0.2424 0.0471
N2 -0.4416 0.7489 0.1299
Si1 1.0908 -0.0531 0.0596
H1 -1.2524 -0.9426 -0.5573
H2 -2.4454 0.0502 -0.5258
H3 -0.6909 1.1089 1.0368
H4 0.9967 -1.1825 -1.0617
H5 1.2995 -0.6644 1.3955
H6 2.0706 0.9210 -0.2299

# 11
ORCA calculation (ωB97M-V with the def2-TZVPD basis set) on a 2-piece molecular cluster, C9H18NO2 overall at a distorted geometry.

* lowest unoccupied orbital energy: -3.7 eV
* HOMO level: -14.22 eV
* total charge: +1
* spin multiplicity: 1

Positions of all 30 atoms, in Å:
C1 -2.4497 0.6225 -0.8245
C2 -1.2478 0.5758 -0.9880
C3 -3.9789 -0.3950 0.7617
C4 0.7113 2.1915 0.8550
C5 3.2978 -1.0550 -0.3027
C6 -3.8434 0.4310 -0.4962
C7 0.8695 0.5836 1.0971
C8 2.5033 0.1147 -0.7662
C9 0.1823 0.7212 -1.2230
N1 1.0475 0.0202 -0.2495
O1 0.3419 -2.5479 -0.3963
O2 0.6710 1.1784 -2.1654
H1 -3.6025 -1.3976 0.6131
H2 -3.6706 0.0724 1.6134
H3 -5.0467 -0.6691 0.9277
H4 0.7333 2.5772 1.9115
H5 1.6621 2.3932 0.3946
H6 -0.2500 2.4856 0.4840
H7 2.7202 -1.9467 0.0528
H8 3.9804 -1.4270 -1.0002
H9 3.9513 -0.8085 0.5163
H10 -4.4179 1.3934 -0.2471
H11 -4.2524 0.0145 -1.4960
H12 -0.0012 0.1405 1.6011
H13 1.7778 0.4560 1.7082
H14 2.5132 0.2372 -1.8523
H15 2.9304 1.1745 -0.2493
H16 0.8627 -0.9334 -0.2600
H17 -0.4594 -2.2785 -0.9124
H18 0.3295 -3.2213 0.2895

# 12
ORCA calculation (ωB97M-V with the def2-TZVPD basis set) on a 2-piece molecular cluster, C3H9BrNO overall at a distorted geometry.

* lowest unoccupied orbital energy: -5.9 eV
* HOMO level: -13.37 eV
* total charge: +1
* spin multiplicity: 1

Positions of all 15 atoms, in Å:
C1 0.1111 1.1787 -1.1337
C2 1.1446 -1.8260 0.2434
C3 -0.7153 1.3853 0.0294
N1 0.9698 -0.9723 1.3463
O1 -1.8893 1.9153 0.0475
Br1 -0.8065 -2.3199 -0.4923
H1 -0.2085 2.0514 -1.8516
H2 -0.1887 0.1306 -1.6591
H3 1.6718 -1.3381 -0.6145
H4 1.4167 -2.9595 0.6364
H5 -0.3577 1.1991 0.9788
H6 1.1809 1.2017 -0.8921
H7 1.6883 -0.3432 1.5806
H8 0.8351 -1.4525 2.1729
H9 -2.2998 2.2225 -0.8309